Entry 1:
The following is a DFT calculation (wB97M-V/def2-TZVPD) of 2 unconnected molecules or ions with the total composition C4H13NOS at a distorted geometry.

```
20
Properties=species:S:1:pos:R:3:mulliken_charge:R:1
C -0.850 1.706 -1.152 -0.767
N -1.517 0.637 -0.353 -0.460
C -0.785 -0.651 -0.635 0.533
C -0.857 -1.546 0.613 -0.966
S -1.256 -3.337 0.420 -0.218
C 0.669 -0.558 -1.043 -1.337
H 0.183 2.056 -0.769 0.181
H -1.427 2.602 -1.236 0.325
H -0.818 1.261 -2.129 0.321
H -1.516 0.833 0.676 0.275
H -1.297 -1.209 -1.411 0.186
H -1.709 -1.138 1.125 0.431
H 0.040 -1.513 1.316 0.336
H -0.746 -3.684 1.607 0.131
H 0.980 -1.634 -0.996 0.370
H 1.260 0.001 -0.269 0.232
H 0.828 -0.123 -2.006 0.430
H 2.908 2.717 1.558 0.327
H 3.330 1.679 2.580 0.296
O 2.580 1.901 2.105 -0.627
```

Computed properties:
* maximum force: 4.66 eV/Å
* DFT total energy: -688.32908 a.u.
* SMILES string: CN[C@@H](C)CS.O
* energy relative to the best compared isomer or geometry (same formula, charge and spin): 37.4 kcal per mole
* frontier orbital gap: 9.50 eV
* HOMO level: -8.879 eV

=====

Entry 2:
The following is a DFT calculation (wB97M-V/def2-TZVPD) of a gas-phase ion, CH8NP2 (charge +1) at a distorted geometry.

```
12
Properties=species:S:1:pos:R:3:mulliken_charge:R:1
C -0.378 -0.101 -0.556 -0.555
N 1.213 -0.154 -0.682 -0.510
P -0.888 -1.174 1.009 0.090
P -1.098 1.658 -0.309 -0.012
H -0.851 -0.480 -1.589 0.437
H 1.478 -0.993 -1.326 0.384
H 1.665 -0.354 0.293 0.424
H 1.690 0.789 -1.035 0.408
H -0.310 -0.245 1.958 0.076
H 0.244 -2.007 1.018 0.054
H -2.352 1.372 0.293 0.128
H -0.413 1.690 0.926 0.077
```

Computed properties:
* maximum force: 2.85 eV/Å
* DFT total energy: -780.01957 a.u.
* net charge: +1
* SMILES string: [NH3+]C(P)P
* energy relative to the best compared isomer or geometry (same formula, charge and spin): 3.2 kcal per mole
* frontier orbital gap: 9.86 eV
* HOMO level: -13.936 eV